Record 1
The following is a DFT calculation (ωB97M-V/def2-TZVPD) of a 20-piece molecular cluster, C27H65IN20O40 overall.

Element x y z (Å)
1 O -0.138 0.943 -2.799
2 C -0.051 0.267 -1.620
3 O -0.205 1.096 -0.392
4 N 0.209 -1.222 -1.579
5 I -0.216 -2.168 -3.361
6 C 1.577 -1.569 -1.035
7 C 2.786 -0.564 -1.498
8 C 3.020 -0.007 -3.054
9 C 4.226 1.038 -3.481
10 C 5.252 1.542 -2.288
11 C 5.070 0.972 -0.740
12 C 3.856 -0.073 -0.310
13 H 0.496 1.823 -0.382
14 H 1.492 -1.509 0.153
15 H 1.903 -2.690 -1.257
16 H 2.236 -0.381 -3.849
17 H 4.273 1.389 -4.604
18 H 6.100 2.308 -2.556
19 H 5.826 1.328 0.089
20 H 3.736 -0.443 0.811
21 C -1.750 3.322 -1.884
22 N -1.653 4.738 -2.333
23 O -2.384 5.087 -3.267
24 O -0.845 5.458 -1.735
25 H -2.495 2.808 -2.495
26 H -0.766 2.868 -2.013
27 H -2.050 3.329 -0.834
28 C 4.713 0.469 4.645
29 N 4.539 0.201 3.192
30 O 4.867 -0.918 2.780
31 O 4.079 1.121 2.506
32 H 5.124 -0.423 5.122
33 H 5.401 1.311 4.745
34 H 3.730 0.708 5.056
35 C 6.636 -2.709 0.589
36 N 7.858 -3.517 0.849
37 O 8.208 -3.650 2.028
38 O 8.430 -3.995 -0.137
39 H 6.238 -2.353 1.542
40 H 6.925 -1.869 -0.046
41 H 5.913 -3.356 0.087
42 C -2.055 2.915 -5.872
43 N -3.130 2.071 -5.284
44 O -3.131 1.930 -4.056
45 O -3.942 1.574 -6.073
46 H -1.416 3.285 -5.067
47 H -1.484 2.290 -6.561
48 H -2.536 3.745 -6.394
49 C 6.662 -7.168 3.165
50 N 5.436 -6.521 2.624
51 O 5.540 -5.925 1.545
52 O 4.405 -6.628 3.297
53 H 7.488 -6.994 2.473
54 H 6.871 -6.717 4.137
55 H 6.456 -8.237 3.258
56 C 4.493 5.164 2.210
57 N 5.259 4.266 3.116
58 O 5.152 4.464 4.332
59 O 5.946 3.388 2.581
60 H 3.937 5.884 2.814
61 H 5.213 5.674 1.566
62 H 3.812 4.541 1.627
63 C -1.464 2.180 2.993
64 N -0.699 3.454 3.050
65 O -0.375 3.968 1.973
66 O -0.444 3.902 4.174
67 H -1.616 1.905 1.947
68 H -0.877 1.419 3.511
69 H -2.422 2.348 3.490
70 C -6.112 3.011 4.030
71 N -4.890 2.203 4.290
72 O -4.540 2.070 5.468
73 O -4.317 1.724 3.304
74 H -6.510 3.367 4.983
75 H -5.823 3.851 3.395
76 H -6.834 2.364 3.528
77 C 0.532 6.894 5.533
78 N 1.800 7.400 4.941
79 O 2.405 6.645 4.170
80 O 2.151 8.540 5.265
81 H 0.347 5.884 5.162
82 H 0.654 6.890 6.618
83 H -0.268 7.571 5.226
84 C 1.220 -5.905 4.168
85 N 1.081 -5.184 5.462
86 O 0.168 -5.543 6.215
87 O 1.892 -4.278 5.686
88 H 0.445 -6.672 4.106
89 H 1.103 -5.172 3.368
90 H 2.214 -6.358 4.149
91 C -3.504 -4.001 -0.717
92 N -2.283 -4.809 -0.457
93 O -1.932 -4.942 0.721
94 O -1.710 -5.287 -1.444
95 H -3.902 -3.645 0.235
96 H -3.215 -3.161 -1.352
97 H -4.227 -4.648 -1.219
98 C -6.600 3.390 -5.242
99 N -7.825 4.038 -5.783
100 O -7.721 4.633 -6.861
101 O -8.857 3.930 -5.109
102 H -5.773 3.564 -5.933
103 H -6.391 3.841 -4.269
104 H -6.806 2.322 -5.148
105 C -1.350 -8.778 7.083
106 N -0.464 -9.612 6.228
107 O 0.463 -10.211 6.787
108 O -0.723 -9.642 5.019
109 H -1.007 -8.845 8.118
110 H -1.286 -7.750 6.721
111 H -2.365 -9.171 6.988
112 C -3.773 -6.143 -5.175
113 N -3.981 -6.768 -3.841
114 O -4.397 -6.039 -2.933
115 O -3.721 -7.973 -3.743
116 H -4.040 -5.086 -5.116
117 H -2.718 -6.261 -5.433
118 H -4.416 -6.664 -5.887
119 C -0.348 -7.922 -7.505
120 N -1.573 -7.274 -8.046
121 O -1.469 -6.679 -9.124
122 O -2.605 -7.381 -7.372
123 H 0.479 -7.747 -8.196
124 H -0.139 -7.471 -6.532
125 H -0.554 -8.990 -7.411
126 C -8.759 6.971 -3.877
127 N -7.751 6.663 -2.826
128 O -7.768 7.359 -1.805
129 O -6.972 5.731 -3.058
130 H -9.375 7.808 -3.541
131 H -8.217 7.232 -4.788
132 H -9.370 6.077 -4.020
133 C -2.444 -3.541 5.526
134 N -2.304 -2.449 4.525
135 O -3.279 -2.218 3.800
136 O -1.220 -1.856 4.496
137 H -3.444 -3.973 5.440
138 H -1.681 -4.290 5.306
139 H -2.297 -3.103 6.515
140 C 6.667 3.402 -6.401
141 N 6.459 2.777 -5.067
142 O 6.042 3.507 -4.159
143 O 6.719 1.572 -4.969
144 H 6.400 4.459 -6.342
145 H 7.721 3.285 -6.659
146 H 6.023 2.881 -7.113
147 C -1.423 7.783 0.386
148 N -1.562 8.504 1.680
149 O -2.475 8.145 2.433
150 O -0.751 9.410 1.904
151 H -2.198 7.016 0.324
152 H -1.540 8.516 -0.414
153 H -0.430 7.330 0.367

Frontier orbital gap   7.4066 eV
Total charge   0

Here are the Löwdin charges for atoms 1 to 5, given in e: -0.121 -0.366 -0.013 -0.501 0.931

=====

Record 2
The following is a DFT calculation (ωB97M-V/def2-TZVPD) of C28H54Cl2N2OSi2 as an isolated structure.

Element x y z (Å)
1 C -1.805 6.843 -2.612
2 C -2.685 5.738 -1.882
3 C -4.132 6.156 -1.433
4 C -2.132 4.466 -1.721
5 C -1.828 3.752 -0.356
6 C -0.319 3.249 -0.227
7 C -0.206 1.650 -0.160
8 C 1.026 1.233 0.753
9 C -0.070 1.116 -1.664
10 C -1.091 -0.056 -1.988
11 C -0.590 -1.057 -3.077
12 C -0.087 -2.358 -2.577
13 C 0.378 -3.412 -3.523
14 C 0.862 -4.791 -2.993
15 C 0.034 -6.030 -3.585
16 C -1.480 -5.697 -3.895
17 C -2.355 -7.008 -3.703
18 O -3.740 -6.812 -4.036
19 C 0.308 -3.058 -4.969
20 C -0.200 -1.748 -5.371
21 N -0.632 -0.785 -4.454
22 C -1.176 0.534 -4.844
23 Cl -3.006 0.380 -4.717
24 C -0.844 0.967 -6.328
25 C 0.658 1.486 -6.470
26 Cl -1.895 2.435 -6.704
27 H -0.816 6.990 -2.089
28 H -1.636 6.498 -3.672
29 H -2.346 7.831 -2.593
30 H -4.736 6.311 -2.376
31 H -4.607 5.339 -0.831
32 H -4.121 7.144 -0.881
33 H -1.923 3.883 -2.672
34 H -1.997 4.513 0.465
35 H -2.550 2.882 -0.227
36 H 0.226 3.655 -1.137
37 H 0.176 3.742 0.657
38 H -1.175 1.319 0.318
39 H 0.658 0.612 1.622
40 H 1.535 2.164 1.129
41 H 1.757 0.611 0.155
42 H -0.354 2.007 -2.309
43 H 1.000 0.888 -1.912
44 H -2.086 0.405 -2.215
45 H -1.228 -0.636 -1.025
46 H -0.058 -2.601 -1.482
47 H 1.951 -4.999 -3.157
48 H 0.666 -4.805 -1.880
49 H 0.558 -6.514 -4.460
50 H 0.025 -6.823 -2.775
51 H -1.902 -4.839 -3.302
52 H -1.584 -5.438 -4.996
53 H -2.319 -7.392 -2.635
54 H -1.949 -7.841 -4.341
55 H -3.929 -5.877 -3.845
56 H 0.640 -3.784 -5.756
57 H -0.253 -1.568 -6.476
58 H -0.774 1.347 -4.173
59 H -1.123 0.208 -7.105
60 H 1.354 0.966 -5.753
61 H 0.642 2.591 -6.229
62 H 1.004 1.391 -7.536
63 C 3.256 2.773 6.092
64 Si 2.815 1.079 6.813
65 C 1.778 1.396 8.355
66 C 4.436 0.274 7.341
67 N 1.981 0.186 5.619
68 Si 1.415 -1.400 5.899
69 C 0.147 -1.498 7.290
70 C 2.803 -2.622 6.267
71 C 0.551 -2.013 4.327
72 H 3.791 3.373 6.837
73 H 3.900 2.664 5.216
74 H 2.354 3.316 5.800
75 H 2.260 2.149 8.990
76 H 1.663 0.492 8.957
77 H 0.786 1.767 8.088
78 H 5.028 -0.015 6.469
79 H 4.267 -0.610 7.959
80 H 5.033 0.976 7.935
81 H 0.611 -1.371 8.269
82 H -0.344 -2.479 7.289
83 H -0.625 -0.736 7.166
84 H 3.610 -2.525 5.536
85 H 2.428 -3.651 6.220
86 H 3.216 -2.474 7.266
87 H 1.245 -2.022 3.483
88 H -0.296 -1.369 4.077
89 H 0.174 -3.032 4.472

Frontier orbital gap   1.7016 eV
Total charge   0

Here are the Löwdin charges for atoms 1 to 5, given in e: -0.073 -0.310 -0.074 -0.118 -0.183

=====

How do the records compare in E_tot? In the order shown, they have -148791.011 -75733.719 eV.